Formula: C19H15IrN3O3
Source: the OMol25 dataset
Level of theory: ωB97M-V/def2-TZVPD

Each line ends with the Mulliken charge.
Positions of all 41 atoms, in Å:
Ir -1.0957 -0.7666 0.6341  0.825
O -2.8720 -0.0981 0.1202  -0.404
N -2.9548 1.1991 -0.0791  -0.213
N -1.8803 1.8069 0.0150  0.919
O -0.7411 1.1654 0.3451  -0.615
C -1.7897 3.2407 -0.1830  0.766
C -0.5324 3.8046 -0.3244  -0.384
C -0.4602 5.1736 -0.5267  -0.592
C -1.6185 5.9362 -0.5797  -0.513
C -2.8646 5.3401 -0.4271  -0.578
C -2.9664 3.9756 -0.2220  -0.412
H 0.3633 3.2052 -0.2701  0.367
H 0.5063 5.6442 -0.6392  0.391
H -1.5510 7.0043 -0.7340  0.416
H -3.7635 5.9394 -0.4592  0.402
H -3.9282 3.5018 -0.0909  0.475
O -1.6737 -0.5231 3.5320  -0.286
C -1.4528 -0.6063 2.4312  0.642
C 3.5375 -1.0012 -2.9772  -0.377
C 2.7033 0.0591 -2.5834  -0.705
C 1.7264 -0.1512 -1.6528  -0.279
C 1.5736 -1.4443 -1.0698  0.662
C 2.4209 -2.5164 -1.4851  -0.085
C 3.3834 -2.2851 -2.4266  -0.820
N 0.5914 -1.6451 -0.1791  -0.075
C 0.4461 -2.7172 0.7124  0.600
C -0.9192 -3.0664 0.9613  -0.780
C -1.2121 -3.8497 2.1032  -0.435
C -0.1934 -4.2928 2.9078  -0.662
C 1.1398 -3.9526 2.6213  -0.560
C 1.4723 -3.1391 1.5528  -0.555
H 4.3017 -0.8300 -3.7236  0.431
H 2.8385 1.0375 -3.0227  0.443
H 1.0739 0.6487 -1.3286  0.510
H 2.2710 -3.5073 -1.0781  0.530
H 4.0214 -3.0913 -2.7610  0.420
H -1.6677 -3.0125 0.1621  0.562
H -2.2330 -4.1577 2.2886  0.504
H -0.4106 -4.9234 3.7586  0.454
H 1.9244 -4.3120 3.2751  0.431
H 2.4857 -2.7931 1.4026  0.582

Output
ΔE to the lowest compared entry with this formula, charge and spin = 0.0 kJ/mol
HOMO-LUMO gap (alpha / beta) = 6.8 / 5.4 eV
Multiplicity = 2
Net charge = +2
Expectation value of S² = 0.782

=====

Formula: C19H15NS4Ti
Source: the OMol25 dataset
Level of theory: ωB97M-V/def2-TZVPD

Each line ends with the Mulliken charge.
Positions of all 40 atoms, in Å:
Ti 0.5083 1.3955 -0.5330  0.215
S 1.1886 3.6434 -1.2773  -0.397
C 0.5906 3.6859 0.3803  0.124
C 1.4365 4.1256 1.4284  -0.569
C 1.0499 4.0866 2.7410  -0.511
C -0.2137 3.6014 3.0964  -0.693
C -1.0696 3.1700 2.1200  -0.312
C -0.6755 3.1823 0.7682  0.427
S -1.8061 2.6733 -0.5157  -0.167
C -2.4669 1.0957 0.1397  -0.523
C -2.1880 -0.0175 -0.8311  0.498
C -3.1334 -0.9704 -1.1630  -1.013
C -2.7752 -1.9915 -2.0350  -0.387
C -1.4950 -2.0190 -2.5653  -0.957
C -0.6013 -1.0257 -2.1988  0.688
C 0.7800 -0.9369 -2.7850  -0.905
S 2.0339 -0.3805 -1.5958  -0.186
C 1.9431 -1.7172 -0.4203  0.188
C 2.4566 -2.9499 -0.8210  -0.513
C 2.3990 -4.0404 0.0233  -0.635
C 1.8393 -3.8780 1.2890  -0.534
C 1.3551 -2.6523 1.6945  -0.645
C 1.3883 -1.5249 0.8551  0.733
S 0.7961 0.0062 1.4634  -0.340
N -0.9427 -0.0672 -1.3286  0.429
H 2.4180 4.4906 1.1573  0.421
H 1.7329 4.4266 3.5085  0.377
H -0.5181 3.5725 4.1339  0.391
H -2.0594 2.8184 2.3826  0.412
H -3.5354 1.1804 0.3310  0.433
H -1.9450 0.8782 1.0763  0.251
H -4.1269 -0.9163 -0.7403  0.414
H -3.4922 -2.7566 -2.3013  0.424
H -1.1867 -2.7951 -3.2520  0.423
H 0.7943 -0.2030 -3.5956  0.391
H 1.0979 -1.8961 -3.1885  0.435
H 2.9084 -3.0432 -1.8021  0.443
H 2.7927 -4.9973 -0.2912  0.387
H 1.7893 -4.7202 1.9680  0.352
H 0.9327 -2.5336 2.6839  0.429

Output
ΔE to the lowest compared entry with this formula, charge and spin = 0.0 kJ/mol
HOMO-LUMO gap (alpha / beta) = 6.1 / 7.4 eV
Multiplicity = 3
Net charge = 0
Expectation value of S² = 2.007

=====

Formula: C19H16AsCuNOPS4
Source: the OMol25 dataset
Level of theory: ωB97M-V/def2-TZVPD

Each line ends with the Mulliken charge.
Positions of all 44 atoms, in Å:
Cu 0.1009 0.0369 0.5437  -0.737
S 1.8040 3.9356 2.4583  -0.689
As 0.3379 2.4601 2.0929  0.529
S 1.1311 0.4335 2.5395  -0.531
S -0.1481 2.1851 -0.0471  -0.536
S -1.4230 2.8123 3.2296  -0.697
O 2.6759 -0.8714 -0.0616  -0.465
N 1.3726 -1.3266 -0.0850  0.054
C 1.3641 -2.5834 0.1785  -0.369
C 0.2222 -3.4651 0.1330  0.640
C 0.5262 -4.8384 0.2270  -0.903
C -0.4216 -5.8199 0.0630  -0.539
C -1.7431 -5.4635 -0.1906  -0.940
C -2.0813 -4.1241 -0.2045  -0.113
C -1.1411 -3.1052 -0.0261  0.175
P -1.7273 -1.3708 0.1429  1.939
C -2.9640 -1.2720 -1.1960  0.099
C -4.1040 -0.4814 -1.0456  -0.475
C -4.9852 -0.3054 -2.1011  -0.626
C -4.7410 -0.9030 -3.3297  -0.401
C -3.5959 -1.6697 -3.4975  -0.664
C -2.7134 -1.8466 -2.4446  -0.394
C -2.8116 -1.4555 1.6281  0.318
C -2.4399 -0.6706 2.7160  -0.261
C -3.2060 -0.6547 3.8740  -0.657
C -4.3385 -1.4475 3.9627  -0.358
C -4.7217 -2.2345 2.8813  -0.797
C -3.9734 -2.2285 1.7167  0.300
H 2.5703 0.0315 0.2961  0.343
H 2.3270 -3.0327 0.4164  0.277
H 1.5562 -5.1177 0.4207  0.329
H -0.1442 -6.8654 0.1272  0.369
H -2.4943 -6.2238 -0.3680  0.388
H -3.1172 -3.8573 -0.3648  0.242
H -4.2946 0.0054 -0.0972  0.503
H -5.8697 0.3059 -1.9672  0.374
H -5.4251 -0.7546 -4.1567  0.354
H -3.3912 -2.1314 -4.4568  0.367
H -1.8180 -2.4405 -2.5849  0.402
H -1.5504 -0.0530 2.6603  -0.152
H -2.9198 0.0050 4.6828  0.451
H -4.9423 -1.4366 4.8635  0.346
H -5.6133 -2.8499 2.9427  0.368
H -4.3119 -2.8090 0.8665  0.136

Output
ΔE to the lowest compared entry with this formula, charge and spin = 39.5 kJ/mol
HOMO-LUMO gap = 4.5 eV
Net charge = -2

=====

Formula: C19H16B3Br3F12Mn2N3O6
Source: the OMol25 dataset
Level of theory: ωB97M-V/def2-TZVPD

Each line ends with the Mulliken charge.
Positions of all 64 atoms, in Å:
Mn 1.9591 -8.1600 -15.5579  1.223
Mn -0.9709 -12.4956 -13.2711  1.100
B 2.9965 -9.2644 -17.8482  0.513
F 2.4683 -8.9722 -19.0669  -0.348
F 3.4561 -8.0511 -17.2143  -0.505
F 1.9044 -9.6250 -16.9059  -0.282
F 3.8495 -10.3077 -17.8975  -0.273
B -0.7588 -9.8647 -14.2128  0.445
F -0.8421 -11.1982 -14.8206  0.018
F 0.4412 -9.2406 -14.5640  0.745
F -1.8617 -9.1950 -14.5855  -0.211
F -0.8489 -10.3341 -12.8348  -0.707
B -2.9922 -13.7779 -13.3646  0.387
F -3.0385 -12.7503 -12.3447  -0.339
F -4.0663 -14.5697 -13.3801  -0.253
F -2.7794 -13.0493 -14.5592  -0.095
F -1.7228 -14.4078 -13.0075  -0.431
C -4.8573 -8.2125 -15.7853  1.273
Br -5.4426 -9.9645 -15.2601  -0.041
Br -5.9089 -6.7790 -15.0963  -0.046
Br -4.5977 -8.1122 -17.6920  -0.011
H -3.8650 -8.1256 -15.3686  -1.122
C -1.4125 -5.8002 -21.1899  -0.476
C -0.1594 -6.3277 -20.9095  -0.801
C 0.1167 -6.7875 -19.6312  -0.125
C -0.8328 -6.6071 -18.6382  0.246
C -2.0085 -5.9194 -18.8729  -0.523
C -2.3245 -5.5318 -20.1654  -0.688
N -0.5494 -7.0505 -17.3004  1.187
O 0.6218 -7.2103 -16.9303  -0.442
O -1.4737 -7.3208 -16.5800  -0.328
H -1.6770 -5.3083 -22.1211  0.403
H 0.5808 -6.5151 -21.6741  0.435
H 1.0468 -7.3056 -19.4339  0.339
H -2.7278 -5.7768 -18.0762  0.554
H -3.3037 -5.1365 -20.3887  0.419
C -2.9424 -6.7489 -11.2493  -0.497
C -3.2286 -5.9244 -12.3288  -0.696
C -2.2357 -5.6327 -13.2447  -0.399
C -0.9757 -6.1932 -13.0986  0.350
C -0.7043 -7.1129 -12.0964  -0.217
C -1.6826 -7.3506 -11.1469  -0.590
N 0.0409 -5.8409 -14.0652  0.867
O 0.9318 -6.6933 -14.2961  -0.642
O -0.0367 -4.8044 -14.6509  -0.520
H -3.6509 -6.9463 -10.4560  0.425
H -4.2119 -5.4872 -12.4260  0.508
H -2.4836 -5.0519 -14.1236  0.433
H 0.1599 -7.7630 -12.0927  0.443
H -1.5263 -8.1454 -10.4297  0.404
C -2.0650 -10.1241 -19.2305  -0.241
C -3.0907 -11.0400 -19.0009  -1.045
C -2.8896 -12.1327 -18.1824  -0.418
C -1.5971 -12.3892 -17.7522  0.079
C -0.5807 -11.4854 -17.9743  -0.243
C -0.7814 -10.3763 -18.7887  -0.633
N -1.3755 -13.5352 -16.8765  1.046
O -2.0809 -14.4993 -17.0325  -0.559
O -0.4322 -13.4853 -16.0885  -0.672
H -2.3413 -9.2909 -19.8695  0.579
H -4.1040 -10.7562 -19.2522  0.483
H -3.6996 -12.7312 -17.7871  0.482
H 0.4007 -11.6505 -17.5475  0.590
H 0.0316 -9.6737 -18.9083  0.444

Output
HOMO-LUMO gap (alpha / beta) = 7.8 / 7.5 eV
Multiplicity = 11
Net charge = +1
Expectation value of S² = 30.004